1.
142
Properties=species:S:1:pos:R:3:forces:R:3:lowdin_charge:R:1 method="wB97M-V/def2-TZVPD" e_tot_ha=-2629.91823 de_lowest_ev=6.301 homo_energy_ev=-9.223 total_charge=0 lumo_ev=0.021
C 3.845052 1.510692 1.787874 -0.621 -0.692 0.002 -0.15
C 3.477480 2.322790 3.008397 -0.541 0.441 0.619 -0.17
C 4.437273 3.516426 2.993445 0.168 -0.849 -0.100 -0.18
O 5.464324 3.169056 2.056276 0.266 0.061 0.180 -0.12
C 5.317767 1.822070 1.587130 -0.796 1.784 1.310 -0.16
H 3.212288 1.777402 0.937110 0.292 0.270 -0.137 0.11
H 3.602564 0.470825 2.008334 0.253 -0.094 -0.181 0.09
H 3.544968 1.670543 3.881344 0.371 0.276 0.156 0.11
H 2.447894 2.686824 3.028818 -0.049 -0.203 -0.292 0.10
H 4.872653 3.685704 3.979513 0.054 0.203 -0.027 0.11
H 3.941046 4.418766 2.634556 0.089 0.107 0.063 0.11
H 6.001640 1.141582 2.100059 -0.020 -0.136 0.235 0.15
H 5.593956 1.830540 0.532860 -1.571 4.020 4.446 0.03
C -1.240610 3.676871 -3.755997 0.561 0.173 0.319 -0.15
C -1.879142 3.913164 -2.380123 -0.667 0.054 -0.304 -0.15
C -1.367373 5.297317 -1.948114 0.316 -0.438 0.058 -0.20
O -0.578311 5.779686 -3.015253 0.544 0.468 -0.736 -0.14
C -0.909726 5.101179 -4.230218 -0.492 -0.504 0.796 -0.17
H -1.805636 3.077022 -4.466199 -0.282 0.093 0.127 0.11
H -0.325519 3.123714 -3.532037 0.237 0.137 -0.458 0.09
H -1.590758 3.125633 -1.685117 -0.221 0.033 0.100 0.09
H -2.967254 3.944424 -2.471017 -0.008 -0.182 0.155 0.10
H -0.698679 5.242614 -1.085556 -0.245 0.039 0.064 0.10
H -2.188644 5.979110 -1.706368 0.005 0.044 -0.109 0.12
H -0.083978 5.149079 -4.934523 0.175 0.128 0.154 0.12
H -1.783538 5.579240 -4.682049 -0.104 -0.042 -0.119 0.12
C -3.781961 -3.242126 2.840948 -0.968 -0.213 0.623 -0.14
C -4.415322 -3.687948 4.184495 0.471 -0.757 0.179 -0.16
C -4.002600 -2.641467 5.207086 -0.182 0.618 -0.061 -0.21
O -3.856727 -1.449948 4.437993 0.038 -0.483 0.044 -0.14
C -3.269039 -1.854195 3.200277 -0.136 1.224 -0.725 -0.21
H -4.596368 -3.173720 2.118760 0.140 0.073 -0.142 0.11
H -3.089781 -3.982905 2.445301 0.417 0.310 0.126 0.09
H -4.085026 -4.677615 4.508682 -0.138 -0.052 -0.167 0.11
H -5.498418 -3.696584 4.077218 -0.007 -0.043 0.195 0.11
H -3.055102 -2.778418 5.744158 -0.054 -0.651 -0.146 0.12
H -4.795096 -2.513767 5.947437 0.132 0.275 0.011 0.12
H -2.178102 -1.765583 3.193033 0.035 -0.141 0.300 0.10
H -3.644307 -1.088604 2.517224 0.302 -0.142 -0.287 0.11
C 0.402076 -0.345250 5.481593 -0.227 0.443 -0.217 -0.14
C 0.562648 -1.741129 4.915833 0.268 -0.712 -0.398 -0.16
C 1.467305 -1.554197 3.685998 -0.183 -0.012 0.819 -0.19
O 1.473351 -0.168471 3.432864 0.533 0.964 -0.990 -0.17
C 0.571493 0.564814 4.239007 -0.809 -1.001 1.205 -0.18
H 1.202708 -0.051691 6.162554 -0.020 -0.448 0.222 0.11
H -0.557564 -0.266061 5.992184 0.043 0.359 -0.023 0.11
H -0.357205 -2.172305 4.513439 -0.336 0.353 0.418 0.09
H 0.937071 -2.474120 5.631439 0.174 0.109 -0.003 0.11
H 1.026586 -2.108629 2.851802 0.346 0.050 -0.215 0.10
H 2.506202 -1.843446 3.865030 -0.078 -0.249 -0.156 0.12
H -0.391266 0.746869 3.756668 0.132 0.011 -0.264 0.10
H 1.000247 1.514742 4.554929 0.163 0.058 -0.388 0.11
C 4.485633 0.957177 -1.707572 -0.026 -0.185 -0.143 -0.12
C 5.853387 0.852079 -1.019257 -0.005 -0.926 -2.192 -0.14
C 6.068932 -0.662983 -1.078284 -0.522 1.174 0.317 -0.14
O 4.771823 -1.238319 -0.926037 0.173 1.880 -3.283 -0.25
C 3.734550 -0.261241 -1.164161 1.458 1.237 0.146 -0.20
H 4.637092 0.826781 -2.782036 -0.127 0.195 -0.064 0.11
H 3.958463 1.893430 -1.526930 -0.027 0.060 -0.022 0.12
H 5.820776 1.238481 -0.001398 1.520 -4.243 -4.333 -0.01
H 6.618965 1.416096 -1.551578 0.095 -0.047 -0.101 0.13
H 6.640661 -0.917206 -0.186279 0.443 -0.710 -0.338 0.13
H 6.471920 -0.969507 -2.042552 0.451 -0.227 0.226 0.13
H 3.291123 -0.006788 -0.195587 -0.131 -0.023 -0.204 0.10
H 2.969317 -0.677157 -1.814512 0.163 0.117 -0.253 0.10
C -1.402715 -0.381096 -1.409852 0.581 0.422 -0.445 -0.16
C -0.156728 0.356603 -0.923489 0.018 0.104 -0.283 -0.14
C -0.074377 -0.109447 0.521995 0.349 0.427 -0.762 -0.18
O -1.429557 -0.156463 0.944477 -0.188 0.134 0.777 -0.16
C -2.294483 -0.388024 -0.160329 0.734 -0.680 -1.091 -0.18
H -1.075781 -1.366349 -1.751914 -0.400 -0.206 0.230 0.11
H -1.875634 0.111825 -2.257950 -0.155 -0.026 0.158 0.08
H -0.345335 1.430465 -1.023097 0.132 0.067 0.421 0.10
H 0.757821 0.152588 -1.484438 -0.132 -0.184 -0.044 0.09
H 0.521833 0.584367 1.114384 -0.321 -0.092 0.432 0.11
H 0.388501 -1.100994 0.583676 -0.054 -0.032 0.020 0.11
H -3.049929 0.393725 -0.225479 -0.123 -0.101 0.220 0.11
H -2.717716 -1.397217 -0.134972 -0.461 0.211 0.595 0.11
C -0.033993 -4.887118 0.926246 0.821 -0.092 1.698 -0.18
C -0.757423 -4.138301 -0.168613 0.100 0.055 0.535 -0.17
C -1.343131 -5.299068 -0.958095 0.427 -0.356 0.090 -0.18
O -1.628944 -6.322863 0.011666 -0.844 -0.260 -0.526 -0.14
C -0.873767 -6.163767 1.190732 0.822 1.880 -0.566 -0.19
H 0.022443 -4.341075 1.875673 -0.172 0.291 -0.150 0.10
H 1.027180 -5.067387 0.732918 -0.172 -0.342 -0.530 0.10
H -0.057962 -3.461225 -0.660132 -0.161 -0.174 -0.484 0.10
H -1.531685 -3.514748 0.288087 -0.191 -0.092 -0.189 0.10
H -0.616476 -5.735844 -1.649828 0.106 0.286 -0.167 0.12
H -2.241630 -5.052443 -1.521161 -0.152 -0.114 0.165 0.12
H -0.208117 -7.003619 1.387606 -0.392 -0.247 0.107 0.12
H -1.528772 -5.891309 2.023556 -0.133 -0.740 0.081 0.10
C 3.004353 -2.594576 0.181818 -0.750 0.009 -0.873 -0.16
C 4.234204 -2.437564 1.048518 -0.517 -0.660 1.889 -0.15
C 4.497104 -3.884604 1.494031 0.957 0.724 -0.979 -0.18
O 3.791184 -4.692706 0.564106 -0.493 -1.249 -0.027 -0.15
C 3.343299 -3.903449 -0.543644 0.384 0.415 0.826 -0.16
H 2.831019 -1.738073 -0.475375 -0.335 -1.335 0.659 0.06
H 2.068662 -2.740998 0.728083 0.105 -0.200 0.274 0.09
H 4.096877 -1.822934 1.939110 -0.171 0.262 -0.049 0.10
H 4.969391 -1.988221 0.379677 -0.044 -1.168 1.772 0.06
H 4.238072 -4.091076 2.531276 -0.467 -0.227 -0.094 0.11
H 5.573242 -4.068024 1.388023 0.000 -0.288 0.125 0.11
H 2.516380 -4.367756 -1.080944 -0.181 -0.280 0.446 0.11
H 4.163938 -3.840517 -1.267306 0.001 0.478 0.018 0.12
C 1.473911 0.676769 -4.209165 -0.624 0.875 1.661 -0.18
C 0.127668 0.011931 -4.510562 0.661 -0.704 -0.495 -0.15
C -0.175981 0.660009 -5.862961 -0.031 -0.915 0.230 -0.21
O 1.082459 0.692195 -6.502688 0.800 0.076 -0.458 -0.14
C 2.167811 0.851421 -5.541726 -1.721 0.146 -0.536 -0.15
H 2.095211 0.231777 -3.433189 -0.034 -0.462 -0.243 0.08
H 1.153175 1.615526 -3.740777 0.564 0.403 -0.347 0.09
H -0.655019 0.071036 -3.757587 0.260 0.447 -0.108 0.07
H 0.330563 -1.053954 -4.661553 -0.283 -0.074 -0.231 0.12
H -0.636704 1.649917 -5.804149 0.091 0.022 0.195 0.11
H -0.820882 0.014356 -6.460725 -0.052 0.198 -0.093 0.11
H 2.550837 1.857659 -5.704082 0.453 -0.085 0.207 0.12
H 2.908320 0.077202 -5.730639 0.120 0.087 -0.104 0.12
C -5.222499 3.729237 0.050781 -0.931 -0.418 0.819 -0.15
C -6.055882 4.116720 -1.158016 -0.056 0.003 -0.747 -0.16
C -6.130945 2.810974 -1.983917 0.629 0.383 0.578 -0.16
O -5.746262 1.767066 -1.067136 -0.091 -0.599 -0.272 -0.20
C -5.666261 2.267740 0.258903 0.735 1.030 -0.016 -0.18
H -5.435638 4.310622 0.948937 -0.019 0.152 -0.115 0.12
H -4.149645 3.790977 -0.125913 0.000 -0.122 -0.190 0.10
H -5.603475 4.943935 -1.705422 -0.074 -0.074 -0.162 0.11
H -7.089800 4.391688 -0.947643 0.162 0.205 0.531 0.11
H -5.399498 2.798815 -2.792715 -0.157 -0.057 -0.162 0.12
H -7.136009 2.625136 -2.358180 0.032 -0.081 -0.104 0.12
H -4.908145 1.752947 0.849066 -0.128 -0.445 -0.225 0.11
H -6.636913 2.187781 0.754107 -0.025 0.081 0.032 0.12
O -4.511813 -0.204051 -2.534403 -0.091 0.028 0.239 -0.05
H -4.610636 -0.994257 -1.994213 -0.038 0.004 -0.081 0.06
H -4.944146 0.507717 -2.014168 0.096 -0.176 -0.041 0.02
O -1.643382 2.404219 2.355380 0.060 0.289 -0.231 -0.08
H -1.037593 2.972152 1.841947 -0.390 -0.497 0.209 -0.01
H -1.675754 1.571065 1.859227 0.043 -0.011 0.075 0.00
O 0.256919 3.674557 0.748223 0.408 0.273 -0.108 -0.04
H 0.697706 3.596028 -0.105692 -0.069 -0.046 0.037 0.05
H 0.724710 4.386635 1.202586 -0.046 -0.069 -0.035 0.07
O -3.245775 0.057394 -5.022458 0.175 -0.134 0.086 -0.07
H -2.839189 -0.769815 -5.299669 -0.037 0.060 -0.072 0.03
H -3.630938 -0.143167 -4.151751 -0.156 0.151 -0.040 -0.02

---

2.
10
Properties=species:S:1:pos:R:3:forces:R:3:lowdin_charge:R:1 method="wB97M-V/def2-TZVPD" e_tot_ha=-805.76464 de_lowest_ev=4.216 homo_energy_ev=-8.780 total_charge=0 lumo_ev=-0.944
C -0.411551 -0.155177 0.066258 -1.098 -2.024 -2.909 -0.78
C 1.067588 -0.023058 0.041185 0.697 -1.574 -0.879 -0.41
H -0.986893 2.722661 1.439740 2.592 -5.033 0.734 0.32
H -2.015845 0.507133 1.095108 -0.433 -0.594 -0.582 0.14
H 1.291409 -0.273370 1.096607 1.151 -0.758 -0.657 0.17
N -1.104517 0.715009 0.725347 -1.144 1.254 1.476 -0.14
O -0.445314 1.479250 1.613849 -1.556 6.663 0.482 -0.11
F 1.592336 -0.782070 -1.023944 -0.616 -0.124 2.157 0.01
F 1.591203 1.148075 -0.221042 0.054 2.310 0.098 0.11
S -1.223913 -1.376257 -0.691216 0.353 -0.122 0.080 0.70

---

3.
44
Properties=species:S:1:pos:R:3:forces:R:3:mulliken_spin:R:1 method="wB97M-V/def2-TZVPD" e_tot_ha=-1676.65746 de_lowest_ev=0.000 homo_energy_ev="-12.590 / -12.546" total_charge=+1 lumo_ev="-2.828 / -7.166" s_squared=0.7555 spin_multiplicity=2
S -2.380512 -0.164277 2.963853 0.431 0.262 -0.013 0.02
S -0.484215 0.602167 3.373978 -0.203 -0.484 -0.015 0.04
C 0.395973 0.269621 1.766682 -0.690 0.151 2.022 0.03
C 0.762876 -1.191472 1.593732 -0.418 -0.062 -0.939 -0.02
C 2.185356 -1.386041 0.990001 1.831 0.476 -0.706 0.08
N 3.312636 -1.249990 1.891725 -1.082 0.050 1.466 0.11
N -0.050612 -1.837991 0.576248 0.440 0.202 1.462 0.72
C -0.558318 -3.121763 0.905928 -0.819 -1.647 -0.364 0.00
H -2.378345 -1.202848 3.817461 0.151 -0.019 -0.057 0.00
H -0.402844 0.607801 1.145337 0.375 0.387 -1.310 0.01
H 1.264494 0.911545 1.875678 -0.010 0.171 -0.754 0.00
H 0.710073 -1.658856 2.577502 -0.293 -0.572 -0.334 0.00
H 2.365907 -0.641595 0.207146 -0.500 0.059 -0.039 0.00
H 2.278264 -2.339179 0.478800 -0.115 -0.282 0.151 0.00
H 3.339672 -2.008662 2.571587 0.219 -0.452 -0.425 0.00
H 3.141672 -0.477069 2.540403 0.344 0.390 -0.533 -0.01
H 0.148927 -1.551280 -0.385684 -0.404 -0.105 -0.082 -0.04
H -1.254992 -3.089942 1.744357 0.423 0.311 0.320 0.02
H -1.122727 -3.676435 0.152993 0.130 0.790 -0.599 0.01
H 0.269195 -3.815913 1.114375 0.144 0.268 0.391 0.04
H 3.859224 -0.523008 -3.275389 0.103 -0.560 0.237 0.00
H 3.084758 0.379013 -2.424469 -0.074 -0.159 0.482 0.00
O 3.413122 -0.531871 -2.414245 -0.062 0.729 -0.619 0.00
H -2.933005 -0.735749 -2.179589 0.340 0.037 0.138 0.00
H -3.235238 -1.442080 -3.487664 -0.070 0.036 -0.128 0.00
O -3.321717 -0.591460 -3.043085 -0.419 -0.407 -0.325 0.00
H -0.594034 0.313518 -1.214665 0.010 0.823 -0.561 0.00
H -1.086979 0.357717 -2.720516 -0.024 0.352 0.231 0.00
O -0.837031 -0.212088 -1.985193 0.080 -1.141 0.618 0.00
H 3.416031 2.791967 1.232595 -0.029 0.069 -0.380 0.00
H 2.226181 2.912055 2.114949 -0.200 0.209 0.018 0.00
O 2.450229 2.805665 1.182936 0.276 -0.132 0.524 0.00
H 0.320221 4.728450 1.361288 0.128 -0.365 -0.373 0.00
H -0.564266 4.693677 0.035078 0.277 -0.315 0.077 0.00
O -0.354327 5.164919 0.841183 -0.420 0.691 0.255 0.00
H 0.920297 1.631962 -2.087680 -0.035 0.298 -0.197 0.00
H 0.835295 2.753796 -1.008939 0.217 -0.002 -0.091 0.00
O 0.797293 1.802938 -1.151618 -0.040 -0.276 0.336 0.00
H -2.844463 1.037099 -3.766488 -0.601 0.278 0.199 0.00
H -3.332065 2.303904 -2.995573 -0.156 -0.226 -0.005 0.00
O -2.837164 2.007223 -3.762523 0.741 0.148 -0.218 0.00
H -4.304640 -1.658622 -0.912951 0.570 0.688 -0.500 0.00
H -2.888393 -1.262418 -0.089732 -0.232 0.543 -0.934 0.00
O -3.731807 -1.704427 -0.149811 -0.336 -1.209 1.575 0.00

---

4.
39
Properties=species:S:1:pos:R:3:forces:R:3:lowdin_charge:R:1 method="wB97M-V/def2-TZVPD" e_tot_ha=-1833.42368 de_lowest_ev=0.000 homo_energy_ev=-9.101 total_charge=0 smiles="O=C(O)Cc1ccc(CCNS(=O)(=O)c2ccc(Cl)cc2)cc1" lumo_ev=0.382
O -7.462588 -0.474762 -0.311815 -0.070 0.071 -0.142 0.11
C -6.642895 -1.129532 0.270921 -0.300 -0.051 -0.274 -0.53
O -6.631738 -1.259674 1.602733 0.190 -0.204 0.664 0.11
C -5.484774 -1.860876 -0.368573 -0.099 0.186 0.134 -0.05
C -4.327621 -0.893010 -0.403348 0.147 -0.078 -0.054 -0.23
C -3.401643 -0.860179 0.631255 -0.007 -0.031 -0.072 -0.02
C -2.363056 0.051620 0.611884 -0.013 0.053 -0.042 -0.02
C -2.232203 0.956452 -0.434599 -0.039 0.132 -0.022 -0.24
C -1.077865 1.915183 -0.456462 0.149 -0.225 -0.023 -0.14
C 0.159697 1.244147 -1.071248 -0.391 -0.157 0.103 -0.23
N 1.360807 2.042081 -0.972324 0.599 0.227 0.669 -0.14
S 2.146374 2.023443 0.507068 -0.026 -0.017 -0.582 0.65
O 2.987029 3.181734 0.529133 0.138 -0.006 -0.225 -0.28
O 1.231142 1.809175 1.593165 0.049 -0.336 -0.113 -0.29
C 3.142918 0.554173 0.302918 -0.394 0.366 0.203 -0.28
C 2.804878 -0.607299 0.968829 -0.077 0.042 0.092 -0.05
C 3.565776 -1.748815 0.781315 0.140 -0.010 -0.108 -0.09
C 4.657472 -1.699222 -0.074861 -0.242 0.232 0.100 -0.67
Cl 5.609207 -3.115035 -0.313944 0.136 -0.197 -0.036 0.69
C 4.999528 -0.528209 -0.740130 -0.065 0.024 0.050 -0.09
C 4.230794 0.605571 -0.547013 0.130 -0.016 -0.049 -0.05
C -3.163654 0.924869 -1.463747 0.017 -0.012 0.056 -0.03
C -4.204185 0.013704 -1.447130 0.004 -0.085 0.027 -0.02
H -7.347256 -0.741245 2.003333 0.029 0.026 -0.326 0.13
H -5.768637 -2.154843 -1.378446 -0.054 -0.008 0.104 0.13
H -5.237097 -2.734253 0.232744 0.005 -0.026 -0.087 0.12
H -3.499260 -1.549696 1.456974 -0.013 -0.082 0.088 0.12
H -1.647504 0.075816 1.420812 0.094 -0.002 0.126 0.12
H -1.329952 2.804729 -1.038101 0.000 0.042 0.021 0.12
H -0.822314 2.216461 0.560409 -0.077 0.071 -0.095 0.10
H -0.017694 1.013182 -2.126392 0.041 -0.083 0.126 0.13
H 0.370278 0.310388 -0.545315 -0.180 -0.128 -0.142 0.12
H 1.260242 2.984908 -1.316904 0.167 0.270 0.067 0.11
H 1.957862 -0.598912 1.636541 -0.088 -0.074 0.090 0.11
H 3.321119 -2.666530 1.292343 -0.006 -0.073 0.033 0.11
H 5.855892 -0.511343 -1.395508 0.067 -0.005 -0.045 0.11
H 4.466595 1.536883 -1.035486 0.115 0.077 -0.135 0.12
H -3.080684 1.625157 -2.282449 0.015 0.096 -0.088 0.11
H -4.930783 0.008571 -2.245920 -0.088 -0.007 -0.093 0.12

---

5.
17
Properties=species:S:1:pos:R:3:forces:R:3:lowdin_charge:R:1 method="wB97M-V/def2-TZVPD" e_tot_ha=-272.56048 de_lowest_ev=4.286 homo_energy_ev=-8.067 total_charge=0 lumo_ev=0.027
C -1.270505 0.283683 0.672070 0.035 0.034 0.209 -0.14
C -1.427938 0.468905 -0.882580 0.043 0.117 -0.121 -0.24
C -0.083805 0.832628 -1.384400 -0.187 -0.379 0.070 0.06
C 0.763877 -0.401917 -1.376260 0.057 0.116 -0.109 -0.22
C 1.090878 -0.686194 0.095957 0.027 -0.115 0.020 -0.25
C 1.356624 0.473256 1.017274 0.096 0.145 0.064 -0.08
C 0.062433 -0.298479 1.120220 -0.148 -0.079 0.045 -0.25
H -2.072063 -0.397542 0.978954 0.107 0.170 -0.028 0.11
H -1.456827 1.240536 1.170361 0.081 -0.108 -0.101 0.11
H -1.796323 -0.483555 -1.297986 0.101 0.072 0.041 0.11
H -2.176752 1.249355 -1.055289 0.121 -0.150 0.026 0.09
H 0.240230 -1.284767 -1.782599 0.010 0.147 0.045 0.11
H 1.698790 -0.260895 -1.928616 -0.085 -0.008 0.074 0.10
H 1.657321 -1.600634 0.258199 -0.076 0.167 -0.043 0.13
H 1.345095 1.471134 0.586252 -0.061 -0.173 0.087 0.10
H 2.083048 0.334964 1.814029 -0.146 0.003 -0.131 0.10
H -0.014088 -0.940479 1.994415 0.025 0.041 -0.148 0.13